{
  "formula": "C10H34O10",
  "method": "ωB97M-V/def2-TZVPD",
  "elements": ["C", "O", "H", "H", "H", "H", "C", "O", "H", "H", "H", "H", "C", "O", "H", "H", "H", "H", "C", "O", "H", "H", "H", "H", "C", "C", "O", "O", "H", "H", "H", "H", "H", "H", "C", "C", "O", "O", "H", "H", "H", "H", "H", "H", "C", "C", "O", "O", "H", "H", "H", "H", "H", "H"],
  "positions_angstrom": [[4.773, -0.248, -1.138], [3.803, -0.990, -1.840], [4.873, 0.739, -1.590], [4.415, -0.142, -0.114], [5.699, -0.823, -1.142], [3.008, -0.932, -1.306], [0.725, 0.749, -0.622], [1.650, -0.167, -0.090], [0.902, 1.759, -0.251], [0.936, 0.958, -1.671], [-0.326, 0.465, -0.565], [1.109, -0.802, 0.386], [-1.422, 1.833, -3.534], [-1.918, 0.945, -2.540], [-0.514, 1.412, -3.967], [-2.152, 1.868, -4.342], [-1.202, 2.832, -3.156], [-1.458, 0.120, -2.711], [0.259, -1.710, -2.991], [-1.139, -1.566, -2.857], [0.716, -2.684, -3.161], [0.691, -1.099, -3.783], [0.780, -1.329, -2.112], [-1.543, -1.996, -2.100], [-3.131, 1.845, 0.485], [-3.766, 2.539, 1.704], [-2.943, 2.130, 2.825], [-2.372, 2.658, -0.333], [-3.862, 1.343, -0.150], [-2.486, 1.014, 0.771], [-4.818, 2.313, 1.878], [-3.707, 3.609, 1.508], [-2.723, 2.857, 3.412], [-2.311, 2.239, -1.194], [0.990, 0.993, 3.189], [2.513, 0.863, 3.223], [2.979, -0.445, 3.732], [0.742, 2.153, 2.385], [0.646, 1.238, 4.194], [0.551, 0.083, 2.780], [2.917, 1.643, 3.869], [3.037, 0.872, 2.267], [3.236, -0.293, 4.644], [-0.146, 2.053, 2.034], [-1.040, -2.358, 0.678], [-1.234, -3.659, -0.168], [-0.194, -3.840, -0.976], [0.146, -2.446, 1.423], [-1.856, -2.348, 1.402], [-0.954, -1.422, 0.125], [-2.095, -3.727, -0.833], [-1.288, -4.540, 0.472], [0.603, -4.091, -0.504], [-0.100, -2.468, 2.351]],
  "spin_multiplicity": 1,
  "charge": 0,
  "lumo_energy_ev": 0.41,
  "e_above_lowest_kcal_mol": 33.4,
  "smiles": "OCCO.OCCO.OCCO.CO.CO.CO.CO",
  "homo_energy_ha": -0.3554
}


{
  "formula": "C2H3BeLiO2",
  "method": "ωB97M-V/def2-TZVPD",
  "elements": ["H", "O", "C", "C", "O", "Li", "Be", "H", "H"],
  "positions_angstrom": [[3.130, 0.290, -0.230], [-1.684, 0.864, -0.407], [-1.432, -0.340, -0.130], [-0.115, -0.671, 0.294], [0.742, 0.304, 0.393], [-0.494, 2.008, 0.533], [1.763, 0.377, -0.352], [-2.173, -1.142, -0.265], [0.264, -1.692, 0.165]],
  "spin_multiplicity": 2,
  "charge": 1,
  "lumo_energy_ev": [-4.54, -6.50],
  "e_above_lowest_kcal_mol": 0.0,
  "homo_energy_ha": [-0.5281, -0.5653]
}


{
  "formula": "C24H26N2O4S",
  "method": "ωB97M-V/def2-TZVPD",
  "elements": ["C", "C", "C", "C", "C", "C", "C", "H", "H", "N", "C", "O", "C", "C", "S", "C", "C", "H", "C", "O", "N", "C", "H", "H", "C", "C", "O", "C", "C", "H", "H", "H", "C", "H", "H", "H", "H", "H", "H", "H", "H", "C", "C", "C", "C", "C", "O", "H", "H", "H", "H", "H", "H", "H", "H", "H", "H"],
  "positions_angstrom": [[-6.751, -2.364, 1.747], [-6.081, -1.312, 0.919], [-4.771, -1.445, 0.508], [-4.155, -0.460, -0.268], [-4.878, 0.692, -0.637], [-6.203, 0.821, -0.217], [-6.788, -0.164, 0.545], [-7.814, -0.052, 0.862], [-6.763, 1.701, -0.497], [-4.276, 1.664, -1.396], [-2.980, 1.658, -1.876], [-2.560, 2.590, -2.531], [-2.235, 0.462, -1.509], [-2.811, -0.530, -0.735], [-1.699, -1.821, -0.438], [-0.458, -1.014, -1.360], [-0.902, 0.163, -1.878], [-0.302, 0.810, -2.491], [0.850, -1.645, -1.667], [1.186, -1.782, -2.830], [1.618, -2.059, -0.630], [1.330, -1.824, 0.773], [2.175, -2.230, 1.332], [0.431, -2.377, 1.067], [1.156, -0.350, 1.153], [2.300, 0.532, 0.665], [1.999, 1.860, 1.013], [2.770, 2.848, 0.348], [4.211, 2.901, 0.863], [4.745, 3.711, 0.374], [4.733, 1.969, 0.660], [4.210, 3.075, 1.937], [2.058, 4.178, 0.571], [2.580, 4.976, 0.050], [2.028, 4.401, 1.634], [1.039, 4.116, 0.201], [2.786, 2.617, -0.732], [2.401, 0.447, -0.428], [3.246, 0.209, 1.126], [1.095, -0.279, 2.240], [0.229, 0.054, 0.747], [2.863, -2.749, -0.949], [4.075, -1.971, -0.561], [4.917, -2.079, 0.509], [5.883, -1.054, 0.360], [5.552, -0.399, -0.786], [4.464, -0.947, -1.347], [5.999, 0.433, -1.292], [6.702, -0.839, 1.014], [4.867, -2.803, 1.298], [2.874, -3.718, -0.441], [2.856, -2.896, -2.033], [-4.822, 2.481, -1.639], [-4.196, -2.319, 0.777], [-6.064, -3.174, 1.977], [-7.113, -1.938, 2.682], [-7.608, -2.775, 1.215]],
  "spin_multiplicity": 1,
  "charge": 0,
  "lumo_energy_ev": -0.08,
  "e_above_lowest_kcal_mol": 5.4,
  "smiles": "Cc1ccc2[nH]c(=O)c3cc(C(=O)N(CCCOC(C)C)Cc4ccco4)sc3c2c1",
  "homo_energy_ha": -0.2992
}


{
  "formula": "C5H9NSi",
  "method": "ωB97M-V/def2-TZVPD",
  "elements": ["C", "C", "C", "C", "C", "N", "Si", "H", "H", "H", "H", "H", "H", "H", "H", "H"],
  "positions_angstrom": [[0.259, 0.092, -1.290], [-0.154, -0.836, 0.729], [0.955, 0.102, -2.395], [-0.424, 1.301, -0.737], [0.155, -1.796, 1.848], [0.442, -0.968, -0.399], [-0.978, 0.949, 0.992], [1.642, -0.674, -2.772], [0.915, 0.904, -2.993], [0.202, 2.163, -0.862], [-1.245, 1.666, -1.409], [-0.622, -1.880, 2.468], [0.995, -1.369, 2.458], [0.584, -2.741, 1.427], [-2.389, 1.061, 1.029], [-0.337, 2.027, 1.907]],
  "spin_multiplicity": 1,
  "charge": 0,
  "lumo_energy_ev": 0.70,
  "e_above_lowest_kcal_mol": 31.0,
  "smiles": "C=C1C[SiH2]C(C)=N1",
  "homo_energy_ha": -0.3261
}


{
  "formula": "C7H11FIN2",
  "method": "ωB97M-V/def2-TZVPD",
  "elements": ["C", "C", "C", "C", "C", "C", "C", "N", "N", "F", "I", "H", "H", "H", "H", "H", "H", "H", "H", "H", "H", "H"],
  "positions_angstrom": [[1.623, -0.580, -0.303], [0.981, -0.886, 2.014], [0.387, -0.591, -0.697], [2.038, -1.230, 1.048], [-0.590, -1.386, 0.163], [-0.349, 0.262, -1.659], [-0.642, 1.662, -0.992], [-0.268, -0.754, 1.744], [-1.683, 1.656, 0.072], [-1.835, -0.939, 0.020], [-0.622, -3.574, 0.221], [2.425, -0.212, -0.879], [1.254, -0.284, 2.854], [2.015, -2.265, 0.871], [2.963, -0.962, 1.332], [-1.273, -0.105, -1.977], [0.337, 0.620, -2.518], [-1.148, 2.334, -1.827], [0.286, 2.127, -0.692], [-1.497, 1.054, 0.832], [-2.729, 1.503, -0.215], [-1.673, 2.550, 0.587]],
  "spin_multiplicity": 1,
  "charge": 1,
  "lumo_energy_ev": -3.44,
  "e_above_lowest_kcal_mol": 30.8,
  "smiles": "[NH3+]CCC1=CCC=N[C@]1(F)I",
  "homo_energy_ha": -0.4646
}


{
  "formula": "C2H7N3O",
  "method": "ωB97M-V/def2-TZVPD",
  "elements": ["C", "C", "H", "H", "H", "H", "H", "H", "H", "N", "N", "N", "O"],
  "positions_angstrom": [[-0.941, -0.755, 1.303], [-0.135, 0.143, -0.741], [-0.637, -1.356, 2.150], [-1.787, -1.164, 0.782], [-1.297, 0.262, 1.606], [1.988, -0.538, 1.071], [1.400, 1.424, -0.456], [0.387, 1.737, -1.754], [-1.604, 0.531, -2.010], [0.185, -0.570, 0.408], [0.898, 1.028, -1.212], [-1.285, -0.014, -1.223], [1.177, -0.042, 1.179]],
  "spin_multiplicity": 1,
  "charge": 0,
  "lumo_energy_ev": 0.84,
  "e_above_lowest_kcal_mol": 64.0,
  "smiles": "[H]/N=C(\\N)N(C)O",
  "homo_energy_ha": -0.3288
}


{
  "formula": "C14H20N2O2S",
  "method": "ωB97M-V/def2-TZVPD",
  "elements": ["C", "H", "O", "C", "C", "C", "C", "C", "C", "H", "H", "N", "C", "N", "H", "C", "H", "H", "C", "H", "C", "H", "H", "C", "H", "C", "H", "O", "H", "H", "S", "H", "C", "H", "H", "H", "H", "H", "H"],
  "positions_angstrom": [[2.272, -4.936, -2.323], [1.952, -5.448, -1.410], [2.352, -3.544, -2.135], [1.221, -2.867, -1.799], [1.363, -1.490, -1.641], [0.297, -0.677, -1.301], [-0.954, -1.273, -1.088], [-1.103, -2.641, -1.270], [-0.033, -3.442, -1.624], [-0.191, -4.500, -1.757], [-2.078, -3.085, -1.130], [-2.087, -0.501, -0.743], [-2.287, 0.181, 0.416], [-1.293, 0.187, 1.320], [-0.419, -0.257, 1.081], [-1.319, 0.932, 2.547], [-2.353, 1.224, 2.743], [-0.960, 0.287, 3.354], [-0.447, 2.190, 2.491], [-0.399, 2.622, 3.505], [-0.924, 3.263, 1.495], [-1.496, 2.799, 0.694], [-1.561, 3.994, 1.987], [0.382, 3.875, 0.966], [0.468, 4.933, 1.204], [1.473, 3.059, 1.682], [2.328, 2.816, 1.049], [0.865, 1.847, 2.072], [1.829, 3.596, 2.572], [0.460, 3.758, -0.114], [-3.746, 0.928, 0.660], [-2.935, -0.671, -1.267], [0.488, 0.805, -1.197], [1.241, 1.134, -1.909], [-0.445, 1.326, -1.400], [0.827, 1.083, -0.199], [2.339, -1.060, -1.809], [1.592, -5.193, -3.142], [3.280, -5.257, -2.580]],
  "spin_multiplicity": 1,
  "charge": 0,
  "lumo_energy_ev": 0.73,
  "e_above_lowest_kcal_mol": 29.1,
  "smiles": "COc1ccc(NC(=S)NC[C@@H]2CCCO2)c(C)c1",
  "homo_energy_ha": -0.2944
}